Entry 1:
Here is a 4-piece molecular cluster, C30H39NO11 overall in a non-equilibrium geometry from OMol25. Energies are from wB97M-V/def2-TZVPD.

The geometry in ORCA input format:
```
! wB97M-V def2-TZVPD RIJCOSX def2/J DEFGRID3
* xyz 0 1
C 3.32805 3.76344 6.36654
C 1.88862 3.96309 5.54685
C 2.12207 4.26093 3.93541
C 2.53180 2.85982 3.15633
C 1.41687 1.87593 2.85336
C 1.70860 0.44527 2.09374
O 1.05043 -0.70145 2.28881
C 2.98152 0.41532 1.01668
C 3.01089 -0.59929 -0.28908
C 4.32249 -0.56556 -1.29216
C 5.54248 0.46573 -0.92140
C 5.52044 1.48349 0.38673
C 6.86360 2.43075 0.58210
C 7.83487 2.21069 1.86938
C 9.10075 3.22845 1.79391
C 9.23090 4.25281 0.56721
N 8.34875 4.52356 -0.60235
C 7.21366 3.56622 -0.49401
C 4.21096 1.49198 1.37369
C 4.08948 2.50377 2.66097
O 5.09991 3.03942 3.35135
H 4.21413 4.31162 5.81910
H 3.16539 4.20442 7.46009
H 3.48415 2.60920 6.49550
H 1.39774 4.92839 6.00617
H 1.24085 3.00769 5.75463
H 1.11096 4.69450 3.47120
H 3.02587 5.02647 3.81110
H 0.28256 2.07779 3.16291
H 2.12312 -1.32253 -0.53923
H 4.44417 -1.22554 -2.26000
H 6.49051 0.47699 -1.64715
H 7.70999 1.44393 2.74393
H 9.91950 3.21165 2.64280
H 10.21402 4.93436 0.58074
H 6.43751 3.65139 -1.40036
C -1.07786 -0.12140 0.04455
C -2.21661 0.75308 0.54032
O -2.04827 2.10790 0.10388
C -2.37851 2.35491 -1.18850
O -2.80785 1.53633 -1.98838
O -2.12791 3.66102 -1.44652
C -2.34509 4.03204 -2.80659
H -0.11135 0.30520 0.33175
H -1.15772 -1.13145 0.45629
H -1.08015 -0.19488 -1.04719
H -2.20991 0.76929 1.63525
H -3.19273 0.36247 0.22950
H -3.34831 3.74854 -3.14129
H -1.58168 3.57568 -3.44214
H -2.25338 5.11921 -2.88048
C -5.09180 0.07005 -2.83263
C -6.60770 0.13459 -2.76102
O -7.20008 -0.96494 -3.46423
C -7.18787 -2.15487 -2.81289
O -6.73247 -2.35721 -1.69670
O -7.74658 -3.08588 -3.62305
C -7.71018 -4.40911 -3.09167
H -4.75806 -0.00421 -3.87269
H -4.64449 0.95835 -2.37771
H -4.70707 -0.81236 -2.31243
H -6.95440 1.04952 -3.25284
H -6.96349 0.17082 -1.72464
H -8.14498 -4.44701 -2.08750
H -6.68078 -4.77682 -3.08184
H -8.30266 -5.05409 -3.74648
C -2.84325 -3.71171 -0.71681
C -3.64181 -4.70230 -1.54645
O -2.77257 -5.53947 -2.31972
C -2.16820 -6.54635 -1.64057
O -2.31043 -6.79717 -0.45269
O -1.36109 -7.21188 -2.50134
C -0.59006 -8.24348 -1.88819
H -2.15411 -3.14508 -1.35135
H -3.50856 -3.01330 -0.20136
H -2.23431 -4.22334 0.03466
H -4.27020 -4.15517 -2.25705
H -4.31105 -5.30673 -0.92294
H -1.22613 -8.93601 -1.32725
H 0.16946 -7.80214 -1.23755
H -0.08534 -8.80538 -2.67898
*
```

Properties
maximum force: 8.10 eV/Å
LUMO level: -1.87 eV
relative energy (zero: lowest compared OMol25 entry of this formula, charge and spin): 0.0 kcal per mole

Entry 2:
Here is C30H40ClIN6O4P2Ti as an isolated structure in a non-equilibrium geometry from OMol25. Energies are from wB97M-V/def2-TZVPD.

The geometry in ORCA input format:
```
! wB97M-V def2-TZVPD RIJCOSX def2/J DEFGRID3
* xyz 3 2
Ti 0.02191 0.19741 0.67581
N -0.41583 1.57368 2.24126
C 0.27300 2.82603 1.83178
C -0.01090 4.06368 2.67831
C 1.10298 5.11581 2.55238
C 2.46821 4.68066 3.12199
N 3.35906 3.98868 2.18471
C 4.26784 4.56928 1.40451
N 5.10168 3.80560 0.69930
N 4.34481 5.89342 1.30851
C -0.07372 2.98432 0.35917
O -0.33337 4.08380 -0.14665
O -0.12710 1.89226 -0.32411
H -1.42744 1.73271 2.20210
H -0.18857 1.34929 3.20461
H 1.32890 2.59632 1.86888
H -0.11015 3.76218 3.72451
H -0.95739 4.50931 2.36877
H 0.78541 6.00082 3.10479
H 1.20095 5.40480 1.50378
H 2.32635 4.01673 3.97527
H 2.99513 5.55183 3.51347
H 3.36105 2.97869 2.18485
H 5.07965 2.80164 0.76599
H 5.79544 4.21133 0.09460
H 3.72299 6.48891 1.82646
H 5.08350 6.33526 0.78721
I 0.87405 -1.89458 -1.11504
C -0.03362 -3.75132 -0.51830
C -0.39059 -4.50367 -1.60193
C -0.80914 -5.83293 -1.43755
C -0.77578 -6.38423 -0.19345
C -0.40419 -5.62016 0.93785
C -0.34076 -6.26380 2.19217
C -0.00726 -5.57659 3.32085
C 0.20019 -4.19713 3.23356
C 0.14887 -3.51189 2.03636
P 0.27823 -1.69381 2.27892
C -0.96605 -1.36705 3.57860
C -2.25306 -1.06663 3.12260
C -3.28250 -0.83809 4.02201
C -3.03298 -0.89027 5.38707
C -1.75442 -1.16971 5.84670
C -0.72274 -1.40866 4.94971
C 1.90157 -1.51923 3.08750
C 2.14222 -0.48762 3.99643
C 3.41531 -0.28568 4.50138
C 4.46522 -1.09539 4.08727
C 4.23354 -2.12081 3.18358
C 2.95603 -2.33541 2.68708
C -0.08467 -4.22500 0.81953
H -0.31786 -4.08917 -2.59829
H -1.10825 -6.41160 -2.30007
H -1.02582 -7.42691 -0.04557
H -0.55866 -7.32358 2.23063
H 0.06600 -6.07456 4.27772
H 0.39939 -3.65254 4.14546
H -2.44951 -1.04660 2.05379
H -4.28563 -0.63785 3.66757
H -3.83627 -0.71850 6.09087
H -1.55970 -1.21491 6.91018
H 0.27189 -1.61996 5.32288
H 1.32576 0.13866 4.33905
H 3.59058 0.49456 5.23227
H 5.46133 -0.93509 4.47840
H 5.04409 -2.76471 2.86936
H 2.78162 -3.14236 1.98699
Cl 2.27225 0.68390 0.75242
N -5.24560 1.51959 -0.28155
C -4.29315 0.52126 -0.87065
P -2.55900 1.17492 -0.54434
O -2.79693 2.10486 0.60416
O -1.71459 -0.06628 -0.28753
C -2.39438 2.05032 -2.19992
N -1.25306 2.93821 -2.51538
H -5.53918 2.23402 -0.94663
H -4.69727 1.99729 0.46946
H -6.09267 1.09684 0.09778
H -4.53397 0.30492 -1.90873
H -4.37838 -0.40503 -0.30469
H -3.29593 2.66346 -2.23803
H -2.47562 1.27508 -2.96324
H -0.93137 3.57011 -1.64391
H -1.47818 3.54173 -3.30539
H -0.42990 2.39036 -2.75079
*
```

Properties
maximum force: 1.64 eV/Å
LUMO level (spin up / spin down): -7.23 / -6.99 eV
relative energy (zero: lowest compared OMol25 entry of this formula, charge and spin): 19.1 kcal per mole

Entry 3:
Here is a 5-piece molecular cluster, C30H40IN4 overall in a non-equilibrium geometry from OMol25. Energies are from wB97M-V/def2-TZVPD.

The geometry in ORCA input format:
```
! wB97M-V def2-TZVPD RIJCOSX def2/J DEFGRID3
* xyz 1 1
N 1.45147 3.28899 0.32927
C 1.18219 1.79100 0.27808
C -0.43196 1.61785 -0.00996
C -1.33597 1.40514 1.36218
C -1.24795 2.65108 2.42448
C -0.00911 2.56848 3.49555
N -0.32078 1.63770 4.64699
C 0.59661 0.42241 4.67586
N 2.11294 0.48172 4.73408
N -0.02543 -0.82243 4.68269
I -2.11260 -0.85131 4.66510
H 1.22236 3.69799 1.26183
H 2.43444 3.48054 0.03638
H 1.82586 1.35387 -0.62575
H 1.55147 1.20608 1.23303
H -0.83795 2.51422 -0.66834
H -0.54265 0.61961 -0.65402
H -1.15784 0.34961 1.87728
H -2.46638 1.37138 0.98652
H -2.24903 2.60148 3.07356
H -1.29695 3.71700 1.88965
H 1.03775 2.32859 3.03152
H 0.08547 3.65546 3.98098
H -0.22749 2.20899 5.52664
H 2.53104 -0.12763 3.99137
H 2.47087 1.46050 4.67819
H 0.56349 -1.68526 4.70359
C -6.19080 2.99900 0.66005
C -4.94008 3.55246 0.93236
C -4.38370 4.48486 0.05721
C -5.08323 4.87152 -1.08632
C -6.33564 4.32081 -1.35663
C -6.88790 3.38144 -0.48626
H -6.62258 2.26981 1.34056
H -4.39810 3.25624 1.82701
H -3.40618 4.91090 0.26619
H -4.65196 5.60179 -1.76590
H -6.88137 4.62347 -2.24698
H -7.86117 2.94851 -0.70003
C -1.22286 -0.46994 -5.02782
C -0.62985 0.10366 -3.90350
C 0.63041 -0.32222 -3.48497
C 1.30255 -1.31582 -4.19738
C 0.71108 -1.88674 -5.32392
C -0.55321 -1.46737 -5.73699
H -2.20652 -0.14016 -5.35169
H -1.15072 0.88273 -3.35246
H 1.08931 0.12018 -2.60497
H 2.28679 -1.64439 -3.87423
H 1.23572 -2.65989 -5.87992
H -1.01604 -1.91627 -6.61144
C -0.15244 -4.65908 -2.84783
C -0.19735 -6.04895 -2.74291
C -1.34326 -6.74182 -3.13230
C -2.44171 -6.04481 -3.63639
C -2.39533 -4.65521 -3.74480
C -1.25283 -3.96158 -3.34668
H 0.73953 -4.11915 -2.54106
H 0.66119 -6.59257 -2.35654
H -1.38043 -7.82421 -3.04414
H -3.33299 -6.58501 -3.94448
H -3.25084 -4.11233 -4.13918
H -1.21912 -2.87855 -3.42613
C 7.46860 -1.92561 1.84917
C 6.27664 -1.52412 1.24686
C 5.29988 -0.87149 1.99842
C 5.51956 -0.61134 3.35141
C 6.71315 -1.00952 3.95279
C 7.68603 -1.67045 3.20336
H 8.22817 -2.43725 1.26392
H 6.10842 -1.72076 0.19096
H 4.36844 -0.56476 1.53040
H 4.76053 -0.09839 3.93611
H 6.88485 -0.80525 5.00680
H 8.61347 -1.98541 3.67351
*
```

Properties
maximum force: 4.35 eV/Å
LUMO level: -4.81 eV

Q: The lowest maximum force belongs to which entry?
A: C30H40ClIN6O4P2Ti

Q: Look up the maximum force of the third one.
A: 4.35 eV/Å

Q: Look up the maximum force of the third one.
A: 4.35 eV/Å

Q: What is the maximum force in the third record?
A: 4.35 eV/Å